{"formula": "C37H41N6PbS3", "method": "ωB97M-V/def2-TZVPD", "e_lumo_ev": -2.76, "total_charge": 1, "molar_mass_g_mol": 873.2, "homo_energy_ev": -9.991, "species": ["Pb", "C", "C", "C", "C", "C", "H", "H", "H", "H", "H", "C", "C", "N", "C", "C", "S", "C", "C", "S", "C", "N", "C", "H", "H", "H", "H", "H", "H", "H", "H", "C", "C", "C", "C", "C", "C", "C", "C", "N", "C", "C", "C", "C", "N", "C", "C", "C", "C", "C", "C", "C", "C", "H", "H", "H", "H", "H", "H", "H", "H", "H", "H", "H", "H", "H", "H", "H", "H", "H", "H", "H", "H", "H", "H", "H", "H", "S", "C", "N", "C", "C", "C", "N", "H", "H", "H", "H"], "positions_angstrom": [[0.88810, 0.30319, 0.93787], [1.22503, -0.66099, 3.35765], [0.61924, -1.67716, 2.57601], [1.58503, -2.14157, 1.63976], [2.75706, -1.39093, 1.81683], [2.53390, -0.47009, 2.87709], [0.77758, -0.17329, 4.21138], [-0.32569, -2.15973, 2.77644], [1.45560, -2.98256, 0.97587], [3.70821, -1.57314, 1.34089], [3.29362, 0.14791, 3.32822], [-3.04505, -0.99864, 0.94973], [-2.70383, 0.23933, 1.68580], [-1.66579, 0.98915, 1.44826], [-1.68328, 2.14907, 2.19448], [-2.72820, 2.25590, 3.04986], [-3.74880, 0.88547, 2.90416], [-0.61756, 3.17768, 1.96074], [-0.82706, 4.59278, 2.56766], [0.40091, 4.76958, 3.88151], [1.21926, 3.31102, 3.32215], [0.66090, 2.64680, 2.39377], [2.50477, 2.93100, 3.97182], [-2.14374, -1.54817, 0.68684], [-3.56308, -0.73308, 0.02500], [-3.69227, -1.65291, 1.52843], [-2.94757, 3.04277, 3.75230], [-1.81110, 4.82450, 2.96528], [2.93219, 3.77142, 4.51398], [3.20495, 2.57976, 3.21693], [2.32218, 2.12074, 4.67961], [-1.72600, -1.71821, -2.55908], [-0.39323, -2.41853, -2.53583], [-0.30878, -3.74062, -2.96792], [0.90402, -4.39941, -3.03965], [2.05915, -3.74462, -2.65092], [2.02007, -2.43129, -2.20335], [3.30664, -1.71371, -1.88288], [0.78815, -1.76377, -2.15656], [0.78943, -0.40057, -1.74905], [0.64437, 0.52843, -2.61260], [0.52215, 0.28606, -4.08971], [0.65340, 1.95745, -2.14602], [0.75887, 3.04081, -3.17744], [0.55144, 2.18216, -0.89463], [0.64223, 3.44879, -0.30224], [1.77848, 4.16688, -0.27735], [3.04125, 3.74331, -0.97270], [1.83536, 5.42484, 0.46967], [0.78907, 5.94900, 1.09869], [-0.52358, 5.24103, 1.18273], [-0.57501, 3.83617, 0.51384], [-1.86287, 3.62134, -0.27589], [-2.51665, -2.40499, -2.25753], [-1.94981, -1.38170, -3.57503], [-1.74675, -0.85148, -1.89928], [-1.21792, -4.24219, -3.27767], [0.94918, -5.41740, -3.40341], [3.01914, -4.24205, -2.72257], [3.96305, -2.35088, -1.29075], [3.12080, -0.79078, -1.33698], [3.83952, -1.46591, -2.80400], [0.63601, -0.77020, -4.31773], [1.28366, 0.84882, -4.63064], [-0.45328, 0.62254, -4.44753], [0.00520, 2.91105, -3.95370], [1.73977, 3.02791, -3.65838], [0.62322, 4.01493, -2.71276], [2.99730, 2.71392, -1.32461], [3.88658, 3.83253, -0.28800], [3.24291, 4.39475, -1.82745], [2.78454, 5.94910, 0.46797], [0.85627, 6.90686, 1.59969], [-1.32413, 5.90625, 0.85004], [-2.73405, 3.85826, 0.33738], [-1.94796, 2.58443, -0.59737], [-1.87056, 4.27175, -1.15265], [-0.89902, -4.66735, 0.14902], [-2.15423, -5.73391, 0.28409], [-1.90275, -7.08546, 0.07997], [-2.84812, -8.03610, 0.19923], [-4.11944, -7.67923, 0.51687], [-4.35502, -6.29608, 0.68547], [-3.43429, -5.37487, 0.57793], [-0.94718, -7.31308, -0.15198], [-2.54449, -9.05964, 0.02958], [-4.90601, -8.40745, 0.62847], [-5.35557, -5.94369, 0.91688]], "forces_ev_per_angstrom": [[0.1443, 0.1319, -0.2112], [0.0767, -0.2319, 0.1449], [0.2778, -0.4416, 0.2479], [0.0148, -0.3027, 0.2555], [0.1647, -0.2806, 0.4340], [0.2013, -0.4088, 0.2318], [-0.0369, 0.0881, -0.0804], [-0.1211, 0.1436, -0.1326], [-0.0535, 0.0700, -0.1249], [-0.0487, 0.1256, -0.1648], [-0.0412, 0.1566, -0.0959], [0.0343, -0.1964, -0.1492], [-0.1909, 0.3382, 0.4364], [-0.1683, 0.1545, -0.1038], [-0.1342, 0.0991, 0.0823], [-0.0746, -0.0889, 0.0132], [0.2439, -0.0422, -0.2015], [-0.2745, 0.1092, -0.0636], [0.1891, 0.1330, 0.1054], [-0.1307, -0.0223, 0.0489], [-0.2283, 0.1634, -0.1561], [0.1119, 0.0504, -0.0180], [-0.0049, -0.0401, 0.0536], [0.0807, -0.1117, -0.0219], [-0.0023, -0.0551, 0.0164], [-0.0118, -0.0339, 0.0122], [0.0080, 0.0165, -0.0316], [-0.0434, -0.0727, -0.0738], [0.0416, -0.0097, -0.0249], [0.0298, -0.0098, 0.0173], [0.0281, -0.0096, -0.0041], [0.1002, -0.0634, -0.0061], [0.1440, 0.0939, 0.0110], [-0.0263, 0.2169, -0.0598], [-0.0023, 0.0070, -0.0088], [0.0036, 0.0016, -0.0073], [0.0248, 0.1938, 0.0396], [-0.0944, -0.0840, -0.0020], [0.1025, -0.4717, -0.3164], [-0.3415, 0.4820, -0.2415], [0.0804, -0.6289, -0.0885], [-0.0025, 0.0393, 0.0048], [-0.0786, 0.4636, 0.3388], [0.0317, 0.0783, 0.0090], [-0.1772, -0.1713, -0.4821], [0.0852, 0.4769, 0.1478], [-0.1411, -0.3981, -0.1816], [-0.1026, 0.0384, 0.0610], [-0.0304, 0.2533, 0.0711], [-0.0428, -0.0470, 0.0434], [0.1725, 0.0067, 0.0214], [0.0641, -0.1912, -0.0455], [0.1296, 0.0252, 0.1025], [-0.0043, 0.0094, 0.0311], [-0.0661, 0.0622, 0.0323], [-0.0324, 0.0152, 0.0137], [-0.0049, -0.0112, 0.0592], [0.0026, -0.0054, 0.0277], [-0.0084, -0.0251, 0.0426], [0.0148, 0.0214, 0.0230], [0.1044, -0.0047, 0.0500], [0.0085, 0.0652, 0.0195], [-0.0169, 0.0304, -0.0219], [-0.0275, 0.0264, -0.0239], [0.0088, 0.0116, -0.0341], [0.0322, -0.0507, -0.0350], [-0.0166, -0.0290, -0.0346], [0.0160, -0.0170, -0.0111], [0.0430, 0.0154, -0.0109], [0.0288, 0.0277, -0.0326], [0.0556, -0.0219, -0.0086], [-0.0295, 0.0470, -0.0365], [0.0986, -0.0048, 0.0043], [-0.0339, -0.0475, 0.0093], [-0.0213, 0.0301, -0.0271], [-0.0549, -0.0004, -0.0478], [-0.0134, 0.0110, -0.0016], [0.0453, 0.1445, 0.0968], [0.2467, -0.1157, -0.0205], [-0.2630, 0.2034, 0.0769], [-0.1264, -0.1060, 0.0135], [-0.0283, -0.0068, 0.0023], [0.2350, -0.0033, -0.0461], [-0.2883, 0.0629, 0.0411], [0.0217, -0.0531, 0.0107], [0.0666, 0.0213, -0.0024], [0.0237, -0.0289, -0.0228], [0.0031, -0.0170, 0.0116]], "mulliken_charge": [1.268, -0.572, -0.673, -0.238, -0.873, -0.692, 0.511, 0.616, 0.449, 0.532, 0.603, -0.896, 0.023, 0.519, -1.528, -0.672, -0.228, 1.487, -0.372, -0.376, 0.171, 0.026, -1.180, -0.058, 0.276, 0.564, 0.478, 0.694, 0.561, 0.167, 0.225, -1.581, 1.751, -0.794, -0.836, -0.790, 1.412, -1.760, -1.011, 0.734, 1.257, -2.028, 0.483, -2.244, 0.708, -0.881, 1.144, -1.988, -0.553, -1.489, -0.292, 1.637, -1.887, 0.540, 0.310, -0.229, 0.462, 0.447, 0.481, 0.492, 0.059, 0.365, 0.396, 0.519, 0.363, 0.508, 0.385, 0.394, 0.150, 0.557, 0.378, 0.537, 0.383, 0.503, 0.606, 0.172, 0.402, -0.270, -0.019, -0.020, -0.008, -0.776, 0.131, -0.451, 0.232, 0.413, 0.377, 0.408]}